{"formula": "C8H12Br6F6O6S2", "method": "ωB97M-V with the def2-TZVPD basis set", "symbols": ["C", "F", "F", "F", "S", "O", "O", "O", "C", "F", "F", "F", "S", "O", "O", "O", "Br", "C", "C", "Br", "H", "H", "H", "H", "Br", "C", "C", "Br", "H", "H", "H", "H", "Br", "C", "C", "Br", "H", "H", "H", "H"], "positions_angstrom": [[-0.643487, -6.936073, 2.131077], [-0.951264, -6.808018, 3.427085], [0.362771, -6.015957, 1.937435], [-0.160316, -8.153418, 2.005827], [-2.140720, -6.684841, 0.894077], [-1.670343, -7.113753, -0.417147], [-3.214799, -7.603587, 1.388113], [-2.522851, -5.219291, 0.819523], [0.477381, -1.159412, -0.853437], [1.784539, -1.591115, -0.818407], [-0.287623, -1.840694, 0.003549], [0.512099, 0.102177, -0.754149], [-0.282866, -1.533299, -2.675967], [-1.734821, -1.232699, -2.566468], [0.365502, -0.639383, -3.691345], [-0.168439, -2.956248, -2.951490], [-2.941064, 3.910185, 1.283815], [-3.900982, 2.712267, -0.002086], [-5.288602, 2.297705, 0.516384], [-5.858590, 0.960597, -0.856766], [-3.260256, 1.858169, -0.221353], [-4.079063, 3.156571, -0.981367], [-5.859541, 3.216333, 0.381235], [-5.331619, 1.986380, 1.560084], [5.348569, 2.697587, -4.613428], [3.638074, 2.858620, -3.618643], [3.135295, 4.277462, -3.343687], [1.198034, 4.287830, -2.717117], [3.660116, 2.338041, -2.661244], [2.860820, 2.276010, -4.113146], [3.141621, 4.904146, -4.235493], [3.633693, 4.831756, -2.548412], [2.135725, 0.822027, 5.601070], [2.912959, 1.450529, 3.814517], [2.111819, 2.630594, 3.239617], [3.086278, 3.593840, 1.726259], [2.993988, 0.693815, 3.034189], [3.892251, 1.864032, 4.055594], [1.914013, 3.431352, 3.952183], [1.131700, 2.329763, 2.869517]], "forces_ev_per_angstrom": [[-0.33, 1.66, -0.41], [-0.67, 0.17, 0.29], [-0.74, -0.95, -0.34], [0.55, -0.69, -0.50], [-3.26, 1.74, -2.06], [1.02, -0.34, 1.09], [2.08, 1.48, 0.44], [1.28, -3.25, 1.66], [-0.21, -4.12, -4.61], [-0.92, -0.04, 0.69], [0.92, 1.10, 0.41], [-0.39, 3.05, 1.73], [-2.57, 0.02, -2.34], [1.63, 0.85, 1.02], [0.11, -0.93, 2.30], [1.52, 0.37, 0.68], [-0.62, -0.49, -0.80], [-0.08, -0.83, 0.08], [0.91, 0.90, -0.99], [-0.07, 0.60, 1.09], [0.16, 0.08, 0.54], [0.39, 0.69, 0.33], [-0.64, -0.45, 0.14], [0.01, -0.55, -0.41], [-0.96, 0.32, 0.67], [-1.22, -0.18, 0.90], [-0.42, 0.43, -0.32], [1.29, -0.25, -0.45], [0.89, -0.03, -0.01], [0.30, 0.23, -0.71], [-0.12, -0.16, 0.03], [0.18, -0.41, -0.08], [0.52, 0.42, -1.72], [-0.02, 1.49, -0.07], [-0.44, 0.26, 0.11], [-0.58, -0.96, 1.05], [-0.16, -0.47, 0.68], [0.00, -0.52, 0.22], [0.38, -0.17, 0.06], [0.28, -0.07, -0.38]], "charge": -2, "total_energy_ha": -17603.1740, "homo_lumo_gap_ev": 6.1}